{
  "formula": "C14H20BN3Zr",
  "method": "ωB97M-V with the def2-TZVPD basis set",
  "symbols": ["C", "C", "H", "H", "H", "H", "H", "H", "C", "C", "C", "C", "H", "H", "H", "H", "N", "C", "C", "N", "C", "C", "C", "H", "H", "C", "H", "H", "Zr", "C", "H", "H", "H", "B", "C", "N", "H", "H", "H"],
  "coordinates": [[0.71210, -2.34347, 1.82948], [1.65108, -3.06120, 0.84811], [1.10813, -1.38607, 2.19658], [0.64175, -2.95700, 2.73085], [-0.37184, -2.27355, 1.50387], [2.14845, -2.44003, 0.06217], [2.49591, -3.42037, 1.45590], [1.18278, -3.93065, 0.37148], [0.46769, 1.06774, 2.34123], [0.45145, 2.32343, 2.93777], [0.60980, 3.45566, 2.13400], [0.83258, 3.29498, 0.76845], [0.27841, 0.16194, 2.92410], [0.27084, 2.38614, 4.00924], [0.52548, 4.44535, 2.57774], [0.89304, 4.14720, 0.09412], [0.69997, 0.90949, 1.00982], [0.89742, 2.00660, 0.20921], [1.01853, 1.76865, -1.23556], [0.82599, 0.47473, -1.65937], [0.77724, 0.19364, -2.98798], [1.15210, 2.49798, -3.53986], [0.90885, 1.18703, -3.94981], [0.62111, -0.85214, -3.24917], [0.84402, 0.90857, -5.00405], [1.22433, 2.78802, -2.17757], [1.43250, 3.79282, -1.80193], [1.28446, 3.28538, -4.27665], [0.28934, -1.11149, -0.09964], [-0.25553, -2.62030, -1.63480], [0.55465, -2.82513, -2.35326], [-1.11853, -2.23176, -2.20518], [-0.56996, -3.58305, -1.20761], [-4.31554, -0.19569, 0.28707], [-2.86678, -0.60443, 0.25100], [-1.71228, -0.88042, 0.20265], [-4.99846, -1.19875, 0.22598], [-4.48257, 0.52291, -0.68681], [-4.51907, 0.41879, 1.32284]],
  "forces_ev_per_angstrom": [[-0.49, -0.79, 0.72], [0.58, -0.59, 0.15], [-0.03, 0.00, -0.15], [-0.16, 0.08, -0.09], [0.48, -0.30, 0.80], [-0.01, -0.26, 0.13], [-0.11, 0.19, -0.41], [0.17, 0.31, 0.10], [0.26, 0.59, -0.64], [-0.13, -0.34, -0.12], [0.00, -0.37, 0.06], [-0.04, -0.55, -0.56], [0.04, 0.48, -0.13], [0.04, 0.13, -0.28], [0.10, -0.16, -0.17], [0.05, -0.09, 0.44], [0.21, 0.60, -0.31], [-0.44, 0.32, 1.76], [-0.03, -0.32, -1.46], [-0.09, 0.12, 0.27], [0.11, 0.45, 0.27], [0.01, -0.25, 0.11], [0.08, -0.22, 0.02], [0.03, 0.37, -0.03], [0.02, 0.20, 0.37], [-0.05, -0.36, 0.83], [-0.11, -0.33, -0.45], [-0.01, -0.10, 0.13], [-1.51, 0.58, -1.39], [0.37, 0.69, -0.42], [-0.15, -0.17, 0.08], [0.25, -0.18, 0.11], [0.02, 0.14, 0.08], [-0.45, 0.14, 0.07], [0.03, 0.12, 0.04], [0.22, 0.14, 0.15], [0.26, 0.07, -0.03], [0.21, -0.18, 0.13], [0.28, -0.17, -0.19]],
  "lowdin_charge": [-0.211, -0.146, 0.065, 0.144, 0.071, 0.076, 0.130, 0.104, -0.087, 0.007, 0.025, 0.044, 0.114, 0.135, 0.141, 0.125, -0.054, -0.182, -0.181, -0.054, -0.073, 0.026, 0.010, 0.101, 0.139, 0.043, 0.128, 0.140, 1.735, -0.288, 0.019, 0.027, 0.030, -0.326, -0.104, -0.053, 0.060, 0.062, 0.058],
  "max_force_ha_per_bohr": 0.04142,
  "orbital_gap_ev": 7.273,
  "total_charge": 2,
  "energy_ha": -781.0299,
  "lumo_energy_ev": -8.5
}

---

{
  "formula": "C14H20BrClNO2",
  "method": "ωB97M-V with the def2-TZVPD basis set",
  "symbols": ["Cl", "C", "C", "C", "Br", "C", "C", "C", "O", "C", "C", "O", "C", "C", "N", "C", "C", "C", "C", "H", "H", "H", "H", "H", "H", "H", "H", "H", "H", "H", "H", "H", "H", "H", "H", "H", "H", "H", "H"],
  "coordinates": [[1.06401, -1.07179, 1.46552], [2.30321, -0.28300, 0.56296], [3.61900, -0.63279, 0.80179], [4.62349, 0.01302, 0.09646], [6.43273, -0.45552, 0.42030], [4.31379, 0.98948, -0.83882], [2.99313, 1.32137, -1.07078], [1.96483, 0.69436, -0.37455], [0.63673, 0.94817, -0.62389], [0.20223, 2.29748, -0.52245], [-0.28334, 2.57741, 0.91199], [-1.10576, 1.53870, 1.39685], [-2.42461, 1.48830, 0.89016], [-2.85735, 0.02524, 0.98792], [-1.86959, -0.83520, 0.31287], [-1.94785, -2.26240, 0.70220], [-1.18958, -3.02507, -0.39153], [-0.98002, -2.00006, -1.51818], [-1.92591, -0.86058, -1.16393], [3.86270, -1.39085, 1.53012], [5.10078, 1.48132, -1.38754], [2.75484, 2.06611, -1.81446], [-0.60994, 2.40895, -1.24618], [0.99216, 3.00611, -0.77880], [-0.78874, 3.54822, 0.95290], [0.57062, 2.58969, 1.59307], [-2.47103, 1.83931, -0.14602], [-3.09423, 2.11339, 1.49465], [-2.88208, -0.25553, 2.04262], [-3.84519, -0.12264, 0.54888], [-0.92415, -0.47791, 0.58459], [-1.51931, -2.40480, 1.69252], [-3.00018, -2.55133, 0.72471], [-1.77028, -3.87856, -0.73372], [-0.23626, -3.39666, -0.02490], [0.04616, -1.63557, -1.52006], [-1.19545, -2.41344, -2.49957], [-1.60897, 0.08876, -1.58741], [-2.95057, -1.08168, -1.47029]],
  "forces_ev_per_angstrom": [[-0.07, -0.27, 0.35], [0.10, 0.38, -0.35], [0.26, 0.08, -0.11], [0.09, -0.08, 0.06], [-0.28, 0.08, -0.06], [0.13, -0.11, 0.15], [-0.31, -0.05, 0.05], [0.22, -0.16, 0.16], [0.24, -0.23, -0.14], [-0.41, 0.27, 0.49], [0.40, -0.01, -0.35], [-0.35, -0.26, 0.05], [0.01, -0.09, 0.02], [-0.19, 0.79, 0.34], [0.35, 0.29, 0.22], [0.03, -0.82, 0.16], [0.06, -0.07, -0.03], [-0.02, 0.00, -0.01], [0.18, -0.02, -0.84], [-0.04, -0.04, 0.05], [0.06, 0.04, -0.05], [-0.04, 0.07, -0.09], [0.11, 0.02, 0.03], [-0.04, -0.04, -0.04], [0.04, -0.01, 0.02], [-0.04, 0.10, -0.08], [-0.02, -0.01, 0.01], [0.01, -0.11, -0.12], [0.01, -0.08, -0.10], [0.09, -0.11, 0.00], [-0.40, -0.04, -0.16], [-0.10, 0.15, 0.03], [0.03, 0.16, 0.05], [-0.02, 0.00, 0.06], [-0.02, -0.03, 0.02], [0.02, 0.03, -0.03], [0.00, 0.06, -0.04], [-0.07, 0.07, 0.13], [-0.01, 0.06, 0.15]],
  "lowdin_charge": [0.843, -0.540, -0.135, -0.672, 0.779, -0.100, 0.006, -0.290, -0.102, -0.137, -0.147, -0.158, -0.165, -0.074, -0.134, -0.122, -0.140, -0.130, -0.102, 0.108, 0.112, 0.127, 0.125, 0.129, 0.140, 0.141, 0.125, 0.144, 0.148, 0.147, 0.078, 0.125, 0.141, 0.120, 0.103, 0.108, 0.125, 0.126, 0.148],
  "max_force_ha_per_bohr": 0.01715,
  "orbital_gap_ev": 9.431,
  "total_charge": 1,
  "energy_ha": -3784.6775,
  "lumo_energy_ev": -2.2,
  "smiles": "Clc1cc(Br)ccc1OCCOCC[NH+]1CCCC1"
}

---

> Which formula does entry 1 have?

C14H20BN3Zr